{
  "formula": "C25H40GeO5ScSi",
  "method": "ωB97M-V/def2-TZVPD",
  "elements": ["O", "H", "C", "H", "H", "Ge", "H", "H", "H", "O", "C", "O", "H", "H", "C", "O", "C", "H", "H", "C", "H", "H", "C", "Sc", "H", "H", "C", "O", "H", "H", "C", "C", "H", "H", "H", "H", "C", "H", "H", "H", "H", "C", "C", "H", "H", "C", "Si", "C", "H", "H", "H", "H", "H", "C", "H", "C", "H", "C", "C", "C", "C", "H", "H", "C", "H", "H", "C", "H", "C", "C", "C", "H", "H"],
  "coordinates": [[0.357, -1.692, -0.862], [-2.030, -1.388, -2.025], [-0.553, 4.404, -3.710], [0.009, 7.608, -2.807], [-1.087, 1.766, -5.532], [0.811, 1.868, -3.136], [0.311, -3.372, 1.257], [-2.976, 0.530, -1.240], [-0.908, 0.813, -7.785], [1.004, -1.508, 1.631], [0.785, 0.911, -4.866], [-1.042, 1.846, 0.281], [-3.008, -2.556, 3.578], [-4.814, -1.407, 1.312], [-0.227, 1.163, -5.792], [-0.980, 0.386, -1.804], [0.407, 3.785, -2.909], [0.444, 3.292, 0.317], [1.992, 4.071, -1.473], [-1.172, -0.871, -2.473], [2.932, -0.690, 1.518], [-3.856, 0.429, 3.530], [-0.129, 0.627, -7.064], [-0.241, -0.138, 0.494], [-2.183, 0.697, 3.929], [0.968, 2.959, 2.690], [-2.172, -2.438, 2.892], [0.955, 1.083, 1.781], [-3.853, -1.668, -0.117], [1.639, 1.223, -1.916], [2.144, -0.901, 2.256], [-2.878, 0.628, 3.097], [2.426, 1.003, 3.264], [-1.185, 3.826, -4.372], [0.891, 0.171, 3.650], [-1.266, -2.424, 3.493], [0.097, -1.686, -2.263], [-1.357, 3.124, -1.315], [-2.944, 1.600, 2.613], [2.545, -1.547, 3.045], [0.938, -1.228, -2.810], [0.115, 6.535, -2.829], [1.614, 0.394, 2.852], [-2.153, -3.327, 2.269], [-1.023, 3.701, 1.257], [1.985, -0.374, -6.501], [-2.453, -0.820, 1.882], [1.371, -2.635, -0.471], [-1.443, 6.261, -4.274], [2.693, -0.030, -4.508], [1.045, -0.527, -8.421], [-0.052, -2.710, -2.631], [-2.527, 1.490, -2.672], [0.269, 2.260, 2.216], [2.079, -3.304, 1.479], [1.892, 0.139, -5.219], [-0.517, 1.985, 2.931], [-3.998, -0.994, 0.723], [-2.191, 1.151, -1.686], [0.975, -0.134, -7.420], [1.217, -2.793, 1.043], [1.212, -3.601, -0.962], [2.363, -2.254, -0.752], [1.074, 5.921, -2.038], [-1.358, -0.725, -3.544], [1.714, 6.518, -1.407], [-0.343, 2.891, 0.973], [-4.349, -0.036, 0.348], [1.221, 4.546, -2.069], [-1.882, 2.333, -0.768], [-0.700, 5.778, -3.659], [-2.807, 2.749, -0.356], [2.852, -0.949, -6.781]],
  "lowdin_charge": [-0.249, 0.149, -0.104, 0.131, 0.097, 1.314, 0.147, 0.116, 0.127, -0.251, -0.348, -0.269, 0.041, 0.043, -0.110, -0.304, -0.363, 0.131, 0.103, -0.122, 0.155, 0.045, -0.034, 0.999, 0.023, 0.166, -0.212, -0.229, 0.015, 0.022, -0.099, -0.210, 0.164, 0.099, 0.159, 0.020, -0.118, 0.109, 0.016, 0.165, 0.122, -0.011, -0.101, 0.024, 0.166, -0.035, 0.588, -0.092, 0.128, 0.106, 0.130, 0.166, 0.157, -0.110, 0.162, -0.120, 0.129, -0.217, -0.116, -0.012, -0.097, 0.159, 0.155, -0.036, 0.150, 0.126, -0.098, 0.018, -0.131, -0.107, -0.029, 0.166, 0.126],
  "lumo_ev": -9.7,
  "largest_force_ev_per_a": 1.5,
  "charge": 3
}